# C20H36BNO40S8

A molecular structure, C20H36BNO40S8 (the ωB97M-V functional and the def2-TZVPD basis, OMol25).

Output
Relative energy (zero: lowest compared OMol25 entry of this formula, charge and spin) in kcal per mole: 165.14
Net charge: 0
E_HOMO in eV: -10.5

```
106
Properties=species:S:1:pos:R:3:mulliken_charge:R:1
N 2.008 4.800 -3.585 -0.32
H 1.697 5.738 -3.793 0.38
H 2.590 4.901 -2.766 0.38
H 2.512 4.403 -4.365 0.41
H 1.218 4.196 -3.408 0.19
O -0.428 3.558 -2.359 -0.92
C -0.572 2.400 -1.975 1.15
O 0.299 1.749 -1.196 -0.66
B -0.262 0.366 -0.887 1.10
O -1.469 0.276 -1.773 -0.42
C -1.685 1.417 -2.344 0.26
O -2.726 1.724 -2.925 -0.62
O 0.757 -0.681 -1.132 -0.62
C 1.062 -1.398 -0.051 -0.04
O 2.021 -2.217 0.072 -0.05
C 0.145 -0.831 1.116 0.41
O -0.515 0.141 0.534 -0.04
O 0.089 -1.310 2.289 -0.65
C -4.456 2.057 -0.120 -0.07
C -5.617 1.201 -0.666 -0.47
O -5.808 0.132 0.239 -0.41
S -4.236 -0.365 0.731 1.06
O -3.688 -1.479 -0.052 -0.52
O -4.250 -0.435 2.218 -0.54
O -3.561 1.090 0.168 -0.04
H -4.821 2.635 0.728 0.11
H -3.931 2.768 -0.758 0.28
H -5.438 0.879 -1.691 0.28
H -6.597 1.656 -0.517 0.35
C 6.817 -1.544 -1.761 -0.39
C 5.323 -1.052 -1.722 -0.40
O 4.767 -1.929 -0.780 -0.12
S 5.794 -1.946 0.478 1.22
O 5.704 -3.195 1.259 -0.52
O 5.614 -0.680 1.215 -0.60
O 7.096 -1.992 -0.493 -0.33
H 7.589 -0.797 -1.943 0.31
H 6.972 -2.317 -2.514 0.26
H 4.765 -1.198 -2.647 0.38
H 5.210 0.031 -1.679 0.23
C -5.445 3.345 -4.634 0.00
C -5.569 1.835 -4.912 -0.33
O -6.013 1.648 -6.276 -0.41
S -6.970 2.977 -6.749 1.05
O -8.350 2.595 -6.392 -0.51
O -6.558 3.269 -8.153 -0.51
O -6.324 4.019 -5.643 -0.38
H -4.438 3.757 -4.575 0.25
H -5.810 3.527 -3.623 0.19
H -6.310 1.469 -4.202 0.32
H -4.747 1.178 -4.627 0.35
C 2.809 -4.706 -1.759 0.31
C 2.222 -3.659 -2.617 0.41
O 2.661 -3.871 -3.911 -0.39
S 3.136 -5.374 -4.179 1.03
O 4.280 -5.394 -5.110 -0.55
O 1.983 -6.185 -4.404 -0.52
O 3.579 -5.617 -2.603 -0.43
H 2.143 -5.337 -1.170 0.01
H 3.502 -4.323 -1.009 -0.01
H 2.683 -2.706 -2.358 -0.13
H 1.146 -3.629 -2.443 0.28
C -2.578 1.227 4.895 -0.48
C -1.682 1.681 3.842 0.18
O -2.291 2.675 3.129 -0.04
S -3.604 3.217 3.935 1.14
O -4.839 2.640 3.432 -0.51
O -3.502 4.659 4.278 -0.60
O -3.069 2.402 5.307 -0.44
H -2.084 0.862 5.795 0.29
H -3.430 0.613 4.605 0.32
H -1.468 0.776 3.274 -0.05
H -0.703 1.913 4.260 0.24
C 2.272 -1.557 4.255 -0.13
C 3.654 -1.870 3.577 0.72
O 4.041 -3.095 4.243 -0.26
S 3.552 -3.164 5.810 1.00
O 4.707 -2.790 6.602 -0.56
O 2.870 -4.425 6.109 -0.50
O 2.478 -1.933 5.558 -0.46
H 1.379 -2.146 4.045 0.20
H 1.758 -0.600 4.169 0.35
H 4.458 -1.138 3.653 0.31
H 3.579 -1.996 2.497 -0.65
C -1.742 5.001 0.671 0.80
C -0.695 5.066 1.821 0.17
O -0.212 6.385 1.936 -0.43
S -0.458 7.163 0.427 0.99
O 0.527 6.748 -0.547 -0.52
O -0.682 8.632 0.459 -0.53
O -1.873 6.320 0.301 -0.44
H -2.744 4.665 0.937 0.11
H -1.372 4.348 -0.119 -0.61
H 0.130 4.397 1.575 0.26
H -1.240 4.813 2.730 0.12
C 2.761 -6.330 1.470 -0.15
C 2.620 -4.908 2.028 0.05
O 1.707 -4.943 3.053 -0.28
S 0.550 -6.037 2.683 1.09
O -0.451 -5.236 1.991 -0.53
O 0.197 -6.878 3.842 -0.55
O 1.550 -6.941 1.679 -0.41
H 3.526 -6.815 2.076 0.33
H 3.048 -6.394 0.421 0.27
H 2.204 -4.213 1.299 -0.14
H 3.548 -4.364 2.202 0.27
```

# C20H36BrIrNO6SSi

A molecular structure, C20H36BrIrNO6SSi (the ωB97M-V functional and the def2-TZVPD basis, OMol25).

Output
Relative energy (zero: lowest compared OMol25 entry of this formula, charge and spin) in kcal per mole: 14.00
Net charge: +2
Spin multiplicity: 2
E_HOMO (alpha / beta) in eV: -14.4 / -14.4

```
67
Properties=species:S:1:pos:R:3:mulliken_charge:R:1
Ir -0.474 1.326 1.207 2.17
C -1.837 -2.688 0.219 -1.38
C -2.047 -1.190 0.138 1.51
C -2.600 -0.768 -1.209 -1.40
C -2.890 -0.678 1.293 -1.70
O -0.665 -0.568 0.329 0.06
Si 0.756 -0.863 -0.504 -0.54
S 1.540 0.995 0.441 -0.42
O 0.572 -0.645 -2.050 -0.35
C 1.271 -1.083 -3.282 1.57
C 0.652 -0.273 -4.401 -1.65
C 1.016 -2.570 -3.449 -1.45
C 2.749 -0.779 -3.113 -1.48
O 1.579 -2.141 -0.082 0.40
C 2.128 -2.860 1.074 1.68
C 2.050 -4.333 0.719 -1.72
C 3.562 -2.392 1.236 -1.60
C 1.286 -2.550 2.298 -1.28
H -2.794 -3.186 0.062 0.55
H -1.449 -2.985 1.193 0.29
H -1.150 -3.035 -0.557 0.29
H -3.602 -1.184 -1.315 0.51
H -1.982 -1.144 -2.024 0.21
H -2.662 0.314 -1.294 0.28
H -3.921 -1.004 1.165 0.45
H -2.922 0.421 1.314 0.38
H -2.525 -1.047 2.252 0.33
H -0.420 -0.464 -4.467 0.35
H 1.111 -0.547 -5.350 0.45
H 0.807 0.794 -4.237 0.36
H -0.052 -2.770 -3.549 0.33
H 1.405 -3.130 -2.597 0.17
H 1.514 -2.927 -4.350 0.55
H 2.907 0.288 -2.942 0.35
H 3.289 -1.060 -4.015 0.52
H 3.170 -1.344 -2.277 0.20
H 2.622 -4.538 -0.186 0.36
H 1.015 -4.636 0.555 0.37
H 2.461 -4.932 1.531 0.46
H 4.143 -2.621 0.344 0.36
H 4.026 -2.892 2.086 0.48
H 3.603 -1.313 1.407 0.30
H 0.261 -2.902 2.173 0.06
H 1.267 -1.475 2.483 0.08
H 1.710 -3.040 3.174 0.62
C 1.269 1.184 5.321 -1.35
C 1.369 1.276 3.823 0.00
O 0.004 1.290 3.237 -0.48
H 2.276 1.098 5.730 0.39
H 0.698 0.307 5.625 0.34
H 0.813 2.076 5.753 0.42
H 1.856 0.409 3.393 0.19
H 1.886 2.178 3.495 0.34
H -0.496 1.993 3.681 0.37
Br -3.587 5.654 -4.035 -0.09
C -2.978 5.574 -2.268 -0.19
C -3.076 6.698 -1.439 -0.08
N -2.648 6.723 -0.179 -0.55
C -2.112 5.623 0.320 -0.35
C -1.991 4.447 -0.427 -0.13
C -2.432 4.422 -1.757 -0.28
C -1.426 3.276 0.165 0.82
O -0.975 3.234 1.391 -0.59
O -1.304 2.142 -0.438 -0.30
H -3.521 7.612 -1.816 0.40
H -1.762 5.672 1.344 0.49
H -2.342 3.530 -2.361 0.58
```

# C20H36Cl2FGaN3

A molecular structure, C20H36Cl2FGaN3 (the ωB97M-V functional and the def2-TZVPD basis, OMol25).

Output
Net charge: -1
E_HOMO in eV: -4.8

```
63
Properties=species:S:1:pos:R:3:mulliken_charge:R:1
C -3.556 -1.105 -1.216 -1.23
C -3.186 -0.786 -2.667 -0.64
C -2.073 0.270 -2.744 0.74
C -1.426 0.367 -4.136 -1.12
C 0.098 0.615 -4.172 -0.70
C 0.898 -0.186 -3.141 -0.62
C 1.145 0.481 -1.749 0.21
C 0.654 1.917 -1.536 -0.66
Ga 0.595 2.470 0.414 -0.31
F -1.188 2.619 0.875 -0.55
C 1.420 1.188 1.732 -0.60
C 0.347 0.409 2.509 -0.65
C -0.282 -0.706 1.667 -0.99
C 1.419 4.350 0.527 -0.09
Cl 3.067 4.450 1.109 -0.28
C 0.797 5.452 0.131 0.49
C -0.608 5.513 -0.381 -0.87
Cl 1.566 7.052 0.162 -0.28
H -2.670 -1.437 -0.671 0.23
H -3.927 -0.206 -0.716 0.31
H -4.332 -1.872 -1.151 0.41
H -2.849 -1.704 -3.159 0.39
H -4.075 -0.417 -3.192 0.30
H -2.522 1.230 -2.478 0.40
H -1.334 0.021 -1.980 -0.60
H -1.657 -0.530 -4.722 0.46
H -1.900 1.199 -4.673 0.26
H 0.320 1.683 -4.112 0.43
H 0.437 0.304 -5.168 0.42
H 0.377 -1.139 -2.982 0.39
H 1.863 -0.471 -3.575 -0.01
H 0.755 -0.189 -0.976 -0.35
H 2.228 0.505 -1.574 0.29
H 1.349 2.610 -2.032 0.50
H -0.325 2.109 -1.982 0.26
H 2.118 0.488 1.261 0.32
H 1.995 1.794 2.442 0.52
H 0.764 -0.028 3.427 0.37
H -0.452 1.097 2.805 0.33
H -0.912 -0.274 0.885 0.20
H 0.506 -1.315 1.213 0.28
H -0.879 -1.386 2.285 0.32
H -1.027 4.513 -0.481 0.11
H -0.626 6.012 -1.355 0.30
H -1.232 6.106 0.294 0.29
C 0.710 -3.747 4.518 -0.86
C 1.616 -3.058 3.610 0.36
N 2.292 -2.477 2.889 -0.38
H 0.295 -4.636 4.051 0.28
H 1.239 -4.039 5.425 0.35
H -0.116 -3.092 4.786 0.25
C -3.060 -5.288 6.898 -0.76
C -2.604 -5.158 5.521 0.37
N -2.240 -5.049 4.440 -0.38
H -3.074 -6.335 7.194 0.26
H -2.397 -4.745 7.568 0.26
H -4.065 -4.883 7.001 0.26
C 4.999 0.295 -2.869 -0.73
C 4.861 -0.874 -3.724 0.39
N 4.764 -1.796 -4.400 -0.42
H 4.935 0.013 -1.819 0.23
H 5.961 0.776 -3.036 0.34
H 4.209 1.018 -3.067 0.23
```

Short version: max |F| = 0.124, 0.017, 0.011 hartree/bohr, in the order given.
Short version: electronic energy = -7058.1708, -4655.4721, -3893.0184 a.u., in the order given.